P:
# C33H88O33S11

A cluster of 11 separate species, C33H88O33S11 in total (ωB97M-V/def2-TZVPD, the OMol25 dataset).

Positions of all 165 atoms, in Å:
1 C -6.13074 5.39988 5.05840
2 C -5.44456 4.63933 6.22336
3 O -4.49326 3.80685 5.45921
4 S -2.94488 3.80038 5.86250
5 C -2.40523 5.57138 5.38574
6 O -2.80748 3.65532 7.34130
7 O -2.26207 2.84760 4.98889
8 H -7.21148 5.30110 5.16024
9 H -5.81033 5.03793 4.08146
10 H -6.02622 6.48483 5.05008
11 H -4.84790 5.34031 6.80709
12 H -6.16139 4.12086 6.86010
13 H -2.12342 6.03250 6.33234
14 H -3.29148 5.91354 4.85134
15 H -1.60550 5.43605 4.65758
16 C 5.06759 -3.70316 -8.77818
17 C 5.83116 -3.84227 -7.43788
18 O 5.16996 -4.74916 -6.65431
19 S 4.02136 -4.26831 -5.58126
20 C 5.09124 -3.80442 -4.12846
21 O 3.20182 -3.16069 -6.14876
22 O 3.37219 -5.49757 -5.20086
23 H 5.02864 -4.66928 -9.28135
24 H 5.54687 -3.01212 -9.47162
25 H 4.23974 -2.99990 -8.68756
26 H 6.87176 -4.12244 -7.60141
27 H 5.90020 -2.85679 -6.97727
28 H 5.18558 -4.67034 -3.47318
29 H 4.38619 -3.13949 -3.62961
30 H 5.96747 -3.22395 -4.41721
31 C 6.13677 -4.47948 3.86667
32 C 6.52435 -5.24616 2.59117
33 O 7.11296 -6.45495 3.03322
34 S 6.58050 -7.91123 2.39419
35 C 7.33320 -7.77396 0.77687
36 O 7.27010 -8.94624 3.12237
37 O 5.09947 -7.89547 2.29320
38 H 5.78777 -3.46578 3.66993
39 H 7.02359 -4.36768 4.49049
40 H 5.30961 -5.02110 4.32552
41 H 5.79115 -5.32706 1.78869
42 H 7.42943 -4.81403 2.16433
43 H 7.19739 -8.78855 0.40237
44 H 8.34188 -7.43908 1.01880
45 H 6.88182 -7.01615 0.13650
46 C -9.82645 0.43697 4.30504
47 C -8.90455 0.52583 3.07310
48 O -7.49602 0.68651 3.24786
49 S -6.52951 -0.60011 3.54923
50 C -4.97512 0.02439 2.78513
51 O -6.33832 -0.72295 4.98593
52 O -6.95383 -1.69858 2.73603
53 H -10.29236 -0.54753 4.34730
54 H -10.56468 1.22554 4.45090
55 H -9.29515 0.70614 5.21794
56 H -8.99583 -0.36515 2.45187
57 H -9.16298 1.42101 2.50744
58 H -4.99842 1.11282 2.83865
59 H -5.07816 -0.36735 1.77318
60 H -4.06243 -0.33712 3.25884
61 C 1.69801 1.53348 -5.52286
62 C 2.97575 1.42771 -6.28514
63 O 3.70497 2.74803 -6.07257
64 S 5.25461 2.69561 -5.30411
65 C 4.82556 2.41000 -3.54238
66 O 6.07720 1.65489 -5.85753
67 O 5.87885 4.04522 -5.26401
68 H 1.10118 2.33873 -5.95118
69 H 1.83556 1.68692 -4.45252
70 H 1.22283 0.55250 -5.52139
71 H 3.59862 0.62108 -5.89851
72 H 2.88872 1.33172 -7.36741
73 H 5.02932 1.36067 -3.32911
74 H 3.77062 2.64475 -3.40059
75 H 5.58564 2.94172 -2.96997
76 C 4.77545 7.48177 -0.18201
77 C 5.53881 8.51269 -1.04273
78 O 5.25116 9.81831 -0.43378
79 S 5.36269 11.15933 -1.36348
80 C 3.87042 10.88601 -2.46584
81 O 4.97514 12.34796 -0.60238
82 O 6.65565 11.11252 -2.02002
83 H 4.68443 6.55201 -0.74356
84 H 3.79306 7.78422 0.18068
85 H 5.25118 7.32624 0.78629
86 H 6.56757 8.30849 -1.33947
87 H 5.18287 8.54617 -2.07243
88 H 4.08961 9.97672 -3.02552
89 H 3.98847 11.72866 -3.14710
90 H 3.02796 10.99982 -1.78363
91 C -0.43190 -11.79750 -3.77384
92 C 0.17365 -10.49308 -3.15615
93 O 0.64875 -10.62385 -1.85533
94 S -0.25516 -9.75412 -0.72309
95 C 0.75424 -8.22276 -0.87956
96 O -1.58440 -9.49260 -1.20211
97 O 0.03764 -10.37287 0.56864
98 H -1.49904 -11.94924 -3.61172
99 H 0.17582 -12.52104 -3.23045
100 H -0.30552 -11.82898 -4.85603
101 H 0.95702 -10.15683 -3.83539
102 H -0.48468 -9.64807 -3.35779
103 H 1.74761 -8.48880 -0.51825
104 H 0.19637 -7.58130 -0.19734
105 H 0.66918 -7.87275 -1.90832
106 C -2.73909 9.66023 -2.67885
107 C -2.57530 9.37990 -1.20226
108 O -1.38639 8.55483 -0.87129
109 S -1.29780 8.15108 0.72823
110 C 0.06049 9.34815 1.26527
111 O -2.53293 8.59519 1.38505
112 O -0.65518 6.82984 0.89704
113 H -3.64623 10.24809 -2.81889
114 H -2.89543 8.65378 -3.06708
115 H -1.96673 10.13047 -3.28748
116 H -2.45418 10.33688 -0.69469
117 H -3.48757 8.90185 -0.84542
118 H 0.65601 9.23702 0.35912
119 H 0.52177 8.95660 2.17191
120 H -0.43641 10.31787 1.29411
121 C 0.17166 -2.50636 2.74472
122 C 1.46934 -2.67523 2.13258
123 O 1.96622 -1.36100 2.10642
124 S 1.60200 -0.25365 0.92303
125 C 1.67265 1.43899 1.82306
126 O 2.67741 -0.30815 -0.00346
127 O 0.23698 -0.42847 0.46101
128 H -0.49604 -1.89618 2.13647
129 H 0.25137 -2.05099 3.73183
130 H -0.19603 -3.52702 2.85029
131 H 2.14196 -3.41411 2.56818
132 H 1.32630 -3.11932 1.14748
133 H 1.83561 1.32933 2.89521
134 H 0.69226 1.91181 1.76486
135 H 2.42344 2.10127 1.39203
136 C -3.40509 3.38348 -2.90436
137 C -3.64850 3.94002 -1.50303
138 O -4.97468 3.61009 -1.27399
139 S -6.17725 4.82882 -1.04099
140 C -6.33236 5.44343 -2.71632
141 O -7.36990 4.20098 -0.56350
142 O -5.56379 5.85274 -0.21883
143 H -3.24184 2.33883 -2.63946
144 H -2.42969 3.70665 -3.26803
145 H -4.22148 3.52616 -3.61234
146 H -2.99167 3.50861 -0.74767
147 H -3.48936 5.01294 -1.61075
148 H -5.41630 5.84746 -3.14723
149 H -7.00101 6.30278 -2.76650
150 H -6.65958 4.62432 -3.35670
151 C -5.12583 -9.05275 2.76624
152 C -3.75658 -9.31891 3.47150
153 O -3.80177 -9.07556 4.90001
154 S -2.62604 -8.06591 5.64671
155 C -1.03177 -8.99195 5.46324
156 O -2.62753 -6.82145 4.89432
157 O -2.92738 -8.01324 7.05387
158 H -6.07286 -9.14910 3.29724
159 H -5.19117 -9.46380 1.75883
160 H -5.08614 -7.98401 2.55577
161 H -3.46823 -10.35342 3.28509
162 H -2.89830 -8.93436 2.92052
163 H -1.00210 -9.92242 6.03020
164 H -0.31791 -8.29684 5.90520
165 H -1.00746 -9.17822 4.38955

The value obtained for the HOMO-LUMO gap is 10.15 eV. The value obtained for the highest occupied orbital energy is -10.50 eV. Its LUMO energy is -0.013 Eh.

Results of the Löwdin charge analysis, in e, for atoms 1 through 4: C -0.07; C -0.19; O -0.31; S 0.66

Q:
# C33H88O33S11

A cluster of 11 separate species, C33H88O33S11 in total (ωB97M-V/def2-TZVPD, the OMol25 dataset).

Positions of all 165 atoms, in Å:
1 C -9.33391 7.86255 20.38878
2 C -10.17292 8.80165 19.55307
3 O -9.33082 9.69328 18.85657
4 S -9.18349 11.15654 19.36383
5 C -10.60829 11.98368 18.70246
6 O -9.16438 11.16940 20.77358
7 O -7.98697 11.67863 18.81442
8 H -8.68242 7.25227 19.76317
9 H -9.92680 7.22669 20.98067
10 H -8.60326 8.46226 21.05083
11 H -10.80930 8.25450 18.80616
12 H -10.76283 9.42294 20.20820
13 H -10.53621 12.98782 19.14006
14 H -11.55819 11.49248 18.99333
15 H -10.44989 12.00690 17.63167
16 C -4.26188 16.37169 26.46172
17 C -4.49604 16.79254 25.00321
18 O -3.36923 16.27145 24.29232
19 S -2.26812 17.25938 23.72514
20 C -2.96240 17.64785 22.18422
21 O -2.12284 18.45985 24.49098
22 O -1.15613 16.42929 23.58551
23 H -4.12056 15.29270 26.52031
24 H -5.06003 16.71712 27.06440
25 H -3.34903 16.72417 26.95814
26 H -5.41118 16.41473 24.49924
27 H -4.49261 17.89833 24.94239
28 H -3.97449 18.07105 22.39971
29 H -3.03829 16.72328 21.60173
30 H -2.34888 18.34743 21.68078
31 C -3.19988 6.01546 21.20277
32 C -1.88776 6.89349 20.99632
33 O -2.12525 8.03949 21.81620
34 S -1.56877 9.48282 21.28767
35 C -0.03764 9.52575 22.28315
36 O -1.10665 9.49610 19.91239
37 O -2.60671 10.36921 21.79637
38 H -3.89918 6.20885 20.35965
39 H -3.55395 6.19567 22.29546
40 H -2.88971 4.95450 21.15540
41 H -0.96282 6.44401 21.30946
42 H -1.77143 7.23834 19.96856
43 H 0.55152 8.61375 22.16598
44 H -0.34413 9.60587 23.33144
45 H 0.51658 10.42323 21.96304
46 C 1.15241 17.09273 20.72034
47 C 1.74270 15.79515 20.17016
48 O 0.73572 14.76728 20.21567
49 S 1.16662 13.28341 19.88525
50 C 1.38112 13.24688 18.20343
51 O 2.41277 12.98412 20.50776
52 O -0.01444 12.51967 20.25440
53 H 0.30053 17.52512 20.11111
54 H 1.99787 17.76164 20.79064
55 H 0.76534 16.91716 21.73353
56 H 1.98586 16.04756 19.13425
57 H 2.61694 15.42388 20.74020
58 H 1.97279 14.18153 18.03358
59 H 0.41493 13.32666 17.71044
60 H 1.85098 12.27891 17.95138
61 C -4.90253 12.47671 15.02527
62 C -6.27460 12.63326 15.60911
63 O -6.83180 13.96600 15.17901
64 S -8.17655 14.48953 15.91614
65 C -7.56108 15.18500 17.44659
66 O -8.63550 15.53848 15.05433
67 O -8.97861 13.33436 16.31369
68 H -4.90940 12.52480 13.94562
69 H -4.45072 11.60936 15.44675
70 H -4.32096 13.28724 15.43949
71 H -6.93862 11.79214 15.27202
72 H -6.28893 12.49555 16.72393
73 H -7.25798 14.37303 18.08939
74 H -8.41765 15.68360 17.77414
75 H -6.80982 16.00363 17.39268
76 C -4.32996 10.25506 25.47402
77 C -4.82604 11.58387 26.02054
78 O -6.06029 11.78412 25.36975
79 S -7.14277 12.76220 25.98645
80 C -8.62628 11.92823 25.45861
81 O -7.11618 12.66733 27.45057
82 O -7.07640 14.05506 25.41219
83 H -3.25393 10.14210 25.68166
84 H -4.61141 10.20068 24.48042
85 H -4.97282 9.53084 25.92916
86 H -4.97882 11.52294 27.12372
87 H -4.16437 12.42658 25.85500
88 H -8.97276 12.11051 24.45736
89 H -9.25921 12.23772 26.25457
90 H -8.43014 10.90795 25.59447
91 C -8.56519 14.54333 21.20619
92 C -9.69417 15.58988 21.56688
93 O -11.04029 15.37404 20.89898
94 S -12.07063 14.45789 21.64414
95 C -13.38183 15.63815 22.18360
96 O -12.67058 13.63249 20.62095
97 O -11.53420 13.87930 22.85945
98 H -8.50029 14.59203 20.12110
99 H -8.79163 13.56089 21.65366
100 H -7.58927 14.86722 21.57647
101 H -9.79387 15.67530 22.65172
102 H -9.53352 16.62775 21.05671
103 H -12.98013 16.32436 22.85932
104 H -14.11344 14.97064 22.60509
105 H -13.83793 15.99360 21.21512
106 C -0.62679 6.90314 15.71192
107 C -0.90393 7.88285 16.85200
108 O -0.46405 9.25556 16.59121
109 S -1.49363 10.42082 16.22932
110 C -1.93006 11.20815 17.71341
111 O -0.74332 11.28423 15.37566
112 O -2.65524 9.83315 15.70128
113 H -0.91227 5.93649 16.06892
114 H 0.45803 6.91300 15.46018
115 H -1.19340 7.07880 14.78720
116 H -1.96654 7.79961 17.14722
117 H -0.27677 7.56201 17.72767
118 H -2.76472 11.92168 17.49102
119 H -1.02785 11.62767 18.14330
120 H -2.19493 10.35912 18.34222
121 C -7.30358 8.99097 16.08127
122 C -5.80824 8.89637 15.99186
123 O -5.23695 9.45528 17.28004
124 S -5.06543 8.60839 18.55914
125 C -5.28521 9.88812 19.68773
126 O -6.12272 7.66333 18.64141
127 O -3.76909 8.04973 18.59160
128 H -7.87977 8.69593 15.09824
129 H -7.55670 10.04770 16.20893
130 H -7.80583 8.56055 16.98743
131 H -5.42626 7.84698 15.99854
132 H -5.46730 9.52326 15.20618
133 H -4.51888 10.69020 19.47006
134 H -5.24579 9.46369 20.69701
135 H -6.27097 10.25525 19.62206
136 C -0.22530 14.37724 13.78677
137 C -1.30148 14.41488 14.74572
138 O -1.19054 15.57336 15.58292
139 S -1.71980 15.54903 17.07473
140 C -3.39547 16.14786 16.92616
141 O -1.82651 14.17605 17.49988
142 O -0.99504 16.53754 17.78943
143 H 0.72172 14.72733 14.28617
144 H -0.46827 15.05015 12.94375
145 H -0.07067 13.40724 13.34789
146 H -2.19641 14.56169 14.15546
147 H -1.32705 13.46774 15.28799
148 H -3.42693 17.13523 16.44165
149 H -3.64518 16.21264 17.97610
150 H -4.12584 15.48065 16.44395
151 C -6.03905 12.07992 22.40464
152 C -4.73265 12.86437 22.69048
153 O -4.76068 14.14994 22.02380
154 S -4.20979 14.12129 20.55155
155 C -2.56691 13.51120 20.64040
156 O -4.89487 13.14336 19.71745
157 O -4.27542 15.46813 20.06045
158 H -6.31529 12.03277 21.32597
159 H -6.77574 12.60224 22.90940
160 H -5.82647 11.02498 22.71295
161 H -4.62802 13.07241 23.73581
162 H -3.93150 12.20175 22.44197
163 H -2.10300 13.72571 19.68574
164 H -2.62485 12.42001 20.85309
165 H -2.09900 14.07953 21.44134

The value obtained for the HOMO-LUMO gap is 10.87 eV. The value obtained for the highest occupied orbital energy is -10.60 eV. Its LUMO energy is 0.010 Eh.

Results of the Löwdin charge analysis, in e, for atoms 1 through 4: C -0.06; C -0.27; O -0.26; S 0.50

Most stable to least stable: Q, P

P:
# C5H9ClN2

A cluster of 2 separate species, C5H9ClN2 in total (ωB97M-V/def2-TZVPD, the OMol25 dataset).

Positions of all 17 atoms, in Å:
1 C 2.32424 -1.26378 -0.12454
2 C 1.52520 -0.46308 0.75988
3 N 1.11143 0.73366 0.69260
4 Cl 1.69886 1.63835 -0.71445
5 H 3.06675 -1.87339 0.53608
6 H 1.67912 -1.86294 -0.60262
7 H 2.86333 -0.68305 -0.86767
8 H 1.11284 -0.83746 1.70697
9 C -1.84404 1.45815 0.73746
10 C -1.62997 0.08318 0.26143
11 C -1.65319 -0.25281 -0.98671
12 N -1.89099 -0.63257 -2.10421
13 H -2.72541 1.50908 1.20026
14 H -1.55424 2.26377 -0.00420
15 H -1.05344 1.61391 1.59645
16 H -1.53944 -0.70472 0.90150
17 H -1.49105 -0.72630 -2.98826

The value obtained for the HOMO-LUMO gap is 8.59 eV. The value obtained for the highest occupied orbital energy is -7.85 eV. Its LUMO energy is 0.027 Eh.

Results of the Löwdin charge analysis, in e, for atoms 1 through 4: C -0.09; C -0.37; N -0.34; Cl 0.52

Q:
# C5H9ClN2

A cluster of 2 separate species, C5H9ClN2 in total (ωB97M-V/def2-TZVPD, the OMol25 dataset).

Positions of all 17 atoms, in Å:
1 C 0.53550 0.04739 -0.00692
2 C 1.00482 -1.16406 0.10087
3 C -1.32402 1.15399 -1.21215
4 C -1.22407 1.25447 1.30069
5 C -0.93401 0.40670 0.06194
6 N 3.06535 -2.80695 -0.15873
7 N 3.08474 -1.63317 -0.28798
8 Cl 0.33861 -2.66849 0.31856
9 H 1.21915 0.86743 -0.16551
10 H -1.09508 0.55802 -2.09365
11 H -2.39153 1.36604 -1.21019
12 H -0.78554 2.09589 -1.28589
13 H -1.06874 0.67386 2.21076
14 H -0.57006 2.12290 1.33174
15 H -2.25844 1.60002 1.27758
16 H -1.51644 -0.51832 0.12313
17 H 3.91976 -3.35569 -0.30425

The value obtained for the HOMO-LUMO gap is 8.79 eV. The value obtained for the highest occupied orbital energy is -8.12 eV. Its LUMO energy is 0.025 Eh.

Results of the Löwdin charge analysis, in e, for atoms 1 through 4: C -0.19; C -0.60; C -0.08; C -0.08

Most stable to least stable: Q, P